Entry w
DFT (the ωB97M-V functional and the def2-TZVPD basis) results for an isolated molecule of C20H31N5O4.

Last column: natural (NBO) charge in e.
Cartesian coordinates (Å):
C 2.0505 -3.9701 -1.7352  -0.6015
C 1.8827 -2.8464 -0.7152  -0.2445
C 1.5014 -1.5439 -1.4129  -0.6136
C 3.1732 -2.7254 0.0941  -0.2105
N 3.2613 -1.5556 0.9533  -0.2742
N 3.6988 -0.3437 0.4003  -0.4102
C 3.1584 0.6614 1.1908  0.2412
C 3.5667 2.0800 0.9520  -0.5417
C 2.8374 2.9879 1.9224  0.6907
O 3.3474 3.4177 2.9428  -0.6115
N 1.5581 3.2306 1.5915  -0.4316
C 0.6905 2.7909 0.4987  -0.2090
C -0.4864 3.4921 1.2287  -0.2373
C -1.6321 2.5996 1.6666  -0.2067
N -2.6047 2.3356 0.6097  -0.4306
C -3.7110 3.2709 0.5051  -0.4102
C -2.4543 1.2298 -0.1592  0.7009
O -1.4540 0.5250 -0.0495  -0.6640
C -3.5861 0.9099 -1.1203  -0.6016
C -3.6962 -0.4865 -1.7384  0.6852
O -4.7203 -0.7712 -2.3346  -0.6313
N -2.6421 -1.3133 -1.6317  -0.6210
C -2.6595 -2.6069 -2.2399  -0.0602
C -1.6922 -3.6205 -1.7158  -0.4301
C -3.1671 -3.7814 -1.4590  -0.4143
C 0.5081 3.8905 2.3537  -0.1938
C 2.2704 0.1478 2.0639  -0.3920
C 2.2675 -1.2986 1.8974  0.6134
O 1.5659 -2.1635 2.3910  -0.6331
H 2.8226 -3.7129 -2.4656  0.1982
H 2.3373 -4.9093 -1.2577  0.2101
H 1.1206 -4.1409 -2.2794  0.2121
H 1.0824 -3.1120 -0.0197  0.2207
H 2.3059 -1.1926 -2.0637  0.2015
H 0.6145 -1.7001 -2.0297  0.2113
H 1.2731 -0.7505 -0.6977  0.2180
H 3.2848 -3.5960 0.7410  0.2282
H 4.0368 -2.6982 -0.5760  0.1963
H 4.7087 -0.3103 0.3053  0.3824
H 4.6414 2.1993 1.0949  0.2505
H 3.3302 2.3486 -0.0813  0.2370
H 0.9530 3.2124 -0.4740  0.1943
H 0.5841 1.7105 0.4201  0.2315
H -0.8611 4.3599 0.6841  0.2068
H -1.2487 1.6456 2.0297  0.2348
H -2.1674 3.0806 2.4899  0.2025
H -4.1706 3.2353 -0.4775  0.2189
H -4.4760 3.0809 1.2631  0.2011
H -3.3287 4.2815 0.6487  0.2053
H -4.5528 1.0889 -0.6518  0.2507
H -3.5278 1.6064 -1.9622  0.2542
H -1.8326 -0.9783 -1.1258  0.4408
H -2.8748 -2.5975 -3.3007  0.2154
H -1.2079 -4.2789 -2.4233  0.2173
H -1.0741 -3.3270 -0.8774  0.2200
H -3.5236 -3.5829 -0.4581  0.2210
H -3.7088 -4.5464 -1.9966  0.2178
H 0.3223 3.4024 3.3149  0.1982
H 0.6605 4.9562 2.5179  0.2076
H 1.6447 0.6828 2.7583  0.2383

Output
Orbital gap = 0.3299 Eh
Net charge = 0
SMILES string = CC(C)Cn1[nH]c(CC(=O)N2CC(CN(C)C(=O)CC(=O)NC3CC3)C2)cc1=O
HOMO level = -0.3163 hartree

***

Entry x
DFT (the ωB97M-V functional and the def2-TZVPD basis) results for an isolated molecule of C20H31N5O4.

Last column: natural (NBO) charge in e.
Cartesian coordinates (Å):
C 0.0356 5.3342 -0.5168  -0.6009
C 1.2674 4.4524 -0.6932  -0.2319
C 0.8875 3.0342 -1.0971  -0.6121
C 2.1940 4.5192 0.5445  -0.2223
N 2.4249 3.2755 1.2159  -0.2697
N 1.4292 2.6887 2.0096  -0.4165
C 1.9535 1.4510 2.4025  0.2220
C 1.1025 0.5819 3.2592  -0.5361
C 1.7605 -0.7638 3.4986  0.6936
O 2.6383 -0.9037 4.3291  -0.6019
N 1.3004 -1.7788 2.7333  -0.4368
C 0.0340 -2.0347 2.0325  -0.2163
C 0.5939 -3.4344 1.6767  -0.2196
C 0.7146 -3.7418 0.1943  -0.2216
N -0.5621 -3.9801 -0.4555  -0.4298
C -1.1006 -5.3179 -0.3078  -0.4088
C -1.1749 -2.9534 -1.0944  0.7028
O -0.6627 -1.8375 -1.1172  -0.6663
C -2.5103 -3.2474 -1.7636  -0.5993
C -3.1653 -2.1645 -2.6181  0.6839
O -3.8789 -2.5059 -3.5459  -0.6263
N -2.9744 -0.8830 -2.2520  -0.6128
C -3.5368 0.2071 -2.9855  -0.0575
C -3.1567 1.5906 -2.5691  -0.4273
C -2.6387 1.0285 -3.8629  -0.4267
C 1.9232 -3.0530 2.3740  -0.1953
C 3.1716 1.2656 1.8722  -0.3599
C 3.5187 2.4536 1.0840  0.6128
O 4.5117 2.6964 0.4209  -0.6401
H -0.5866 4.9781 0.3101  0.1970
H 0.3133 6.3695 -0.3073  0.2063
H -0.5775 5.3342 -1.4194  0.2116
H 1.8338 4.8693 -1.5317  0.2012
H 0.2830 2.5460 -0.3298  0.2069
H 0.3107 3.0484 -2.0230  0.2114
H 1.7726 2.4190 -1.2674  0.2215
H 3.1764 4.8849 0.2501  0.2478
H 1.8194 5.2489 1.2727  0.1894
H 1.1579 3.3445 2.7356  0.3808
H 0.9205 1.0506 4.2294  0.2442
H 0.1321 0.4632 2.7696  0.2307
H -0.8240 -2.0413 2.7055  0.1945
H -0.1215 -1.3769 1.1784  0.2230
H 0.0728 -4.2423 2.1892  0.2053
H 1.2170 -2.9147 -0.3066  0.2395
H 1.3462 -4.6242 0.0521  0.2027
H -2.0529 -5.4364 -0.8092  0.2221
H -0.4058 -6.0494 -0.7269  0.2033
H -1.2482 -5.5584 0.7477  0.1979
H -2.4020 -4.1096 -2.4209  0.2542
H -3.2323 -3.5302 -0.9917  0.2486
H -2.1969 -0.7058 -1.6308  0.4286
H -4.5482 0.0306 -3.3149  0.2291
H -3.9177 2.3567 -2.6010  0.2196
H -2.4713 1.7038 -1.7389  0.2137
H -1.6000 0.7357 -3.9242  0.2207
H -3.0378 1.3938 -4.7987  0.2183
H 2.7789 -2.9119 1.7120  0.1987
H 2.1825 -3.6572 3.2423  0.2093
H 3.8054 0.4019 1.9797  0.2428

Output
Orbital gap = 0.3245 Eh
Net charge = 0
SMILES string = CC(C)Cn1[nH]c(CC(=O)N2CC(CN(C)C(=O)CC(=O)NC3CC3)C2)cc1=O
HOMO level = -0.3122 hartree

***

It is entry w that is the most stable of them.

***

Entry w
DFT (the ωB97M-V functional and the def2-TZVPD basis) results for an isolated molecule of C5H11BO2.

Last column: natural (NBO) charge in e.
Cartesian coordinates (Å):
C -0.4497 -2.2331 -0.9222  -0.6034
C -1.0637 -1.1312 -0.0714  -0.8717
B -0.2569 0.1873 0.0417  1.1061
C 1.0821 0.5462 -0.6788  -0.8422
C 2.0864 1.4379 0.0416  -0.6094
O -0.8395 1.3911 0.8761  -0.6978
C -1.7703 1.2723 1.7695  0.6669
O -2.4469 0.2985 2.0471  -0.5980
H -1.1353 -2.9208 -1.3960  0.2207
H -0.0615 -1.7628 -1.9041  0.1958
H 0.4249 -2.7163 -0.4364  0.2183
H -2.0470 -0.7437 -0.2921  0.2690
H -1.2835 -1.3433 1.0428  0.2887
H 0.8147 0.7631 -1.7813  0.2618
H 1.7193 -0.2935 -0.9787  0.2414
H 2.6856 1.0134 0.8653  0.2152
H 2.8789 1.6328 -0.7061  0.2088
H 1.4305 2.2931 0.3212  0.2198
H -1.7681 2.3089 2.1618  0.1100

Output
Orbital gap = 0.3987 Eh
Net charge = 0
SMILES string = CCB(CC)OC=O
HOMO level = -0.3784 hartree

***

Entry x
DFT (the ωB97M-V functional and the def2-TZVPD basis) results for an isolated molecule of C5H11BO2.

Last column: natural (NBO) charge in e.
Cartesian coordinates (Å):
C 2.5591 0.8540 0.0560  -1.0362
B 1.4383 -0.2075 0.6173  1.0461
O 1.9127 -1.1634 1.6796  -0.8988
C -0.1266 -0.3427 0.1457  -0.6176
C -1.2059 0.8488 0.4530  -0.4274
C -2.5279 0.0843 -0.2290  -0.0896
O -2.0009 -0.8230 -1.3003  -0.5813
C -0.5090 -0.6976 -1.4074  -0.0721
H 2.4882 1.1039 -1.0848  0.2446
H 2.6004 1.8242 0.7426  0.2577
H 3.6217 0.3298 0.2060  0.2471
H 1.3220 -1.9707 1.6223  0.4839
H -0.5761 -1.2691 0.7506  0.2119
H -1.1153 1.8910 -0.0702  0.2205
H -1.2359 0.9547 1.6385  0.2253
H -3.4035 0.7539 -0.6275  0.2073
H -2.8653 -0.6172 0.6759  0.1758
H -0.4402 0.1582 -2.2329  0.1991
H 0.0641 -1.7117 -1.6356  0.2035

Output
Orbital gap = 0.3711 Eh
Net charge = 0
SMILES string = CB(O)[C@H]1CCOC1
HOMO level = -0.3531 hartree

***

It is entry w that is the most stable of them.